This record from the OMol25 dataset describes the ion C2H3N4 with charge +1 in a non-equilibrium geometry. The level of theory is wB97M-V/def2-TZVPD.

Structure (XYZ):
```
9
Properties=species:S:1:pos:R:3:forces:R:3
C 1.81939 -0.39618 0.01086 -1.3 -2.0 -0.7
C -0.37269 0.03448 -0.32137 0.6 -0.3 -1.7
N 1.30796 -1.41639 -0.32070 1.1 1.0 0.9
N 1.69990 0.91583 0.06609 0.2 1.3 -0.4
N 0.41035 1.08900 -0.08899 -1.5 0.9 -0.1
N -1.37138 -0.56690 0.16273 -0.1 -0.7 -1.6
H 0.01636 2.06264 -0.36139 1.0 -1.6 0.9
H -1.93985 -1.35542 -0.22722 1.0 1.0 -0.3
H -1.57004 -0.36705 1.07999 -1.0 0.4 3.0
```
Forces are in eV/Å.

F_max (Eh/bohr): 0.063
Charge: +1
Energy relative to the best compared isomer or geometry (same formula, charge and spin) (kcal/mol): 38.53
LUMO (alpha / beta) (eV): -6.598 / -6.601